Record 1
An isolated molecule of C20H23NO at a distorted geometry, computed with ωB97M-V/def2-TZVPD.

**LUMO**: 0.768 eV
**ΔE to the lowest compared entry with this formula, charge and spin**: 1.752 eV
**Total charge**: 0

Element x y z (Å)
C: -2.719 1.452 2.191
C: -1.309 2.110 2.240
C: -0.209 1.078 2.314
N: 0.760 1.336 3.166
C: 1.889 0.365 3.310
C: 1.635 -1.000 2.659
C: 0.874 -1.968 3.571
C: 0.905 -0.783 1.289
C: 1.799 -0.013 0.255
C: 1.086 0.461 -1.016
C: 0.944 1.860 -1.209
C: 0.508 2.390 -2.409
C: 0.193 1.511 -3.467
C: 0.211 0.143 -3.283
C: 0.714 -0.397 -2.064
C: 0.531 -2.163 0.689
C: -0.832 -2.608 0.689
C: -1.153 -3.898 0.235
C: -0.173 -4.772 -0.208
C: 1.167 -4.337 -0.172
C: 1.546 -3.076 0.270
O: -0.317 -0.053 1.554
H: -2.872 0.862 3.103
H: -2.806 0.788 1.335
H: -3.512 2.208 2.084
H: -1.244 2.717 3.151
H: -1.112 2.768 1.353
H: 2.013 0.237 4.376
H: 2.804 0.801 2.919
H: 2.628 -1.441 2.505
H: 1.469 -2.114 4.467
H: 0.761 -2.977 3.112
H: -0.103 -1.566 3.858
H: 2.677 -0.600 -0.019
H: 2.214 0.865 0.751
H: 1.185 2.497 -0.360
H: 0.426 3.462 -2.506
H: -0.089 1.975 -4.386
H: -0.031 -0.491 -4.116
H: 0.825 -1.466 -1.947
H: -1.654 -2.000 1.018
H: -2.206 -4.206 0.286
H: -0.414 -5.769 -0.486
H: 1.870 -5.051 -0.498
H: 2.596 -2.831 0.349

---

Record 2
The ion C9H13N3 with charge +2, computed with ωB97M-V/def2-TZVPD.

**LUMO (spin up / spin down)**: -9.176 / -9.170 eV
**ΔE to the lowest compared entry with this formula, charge and spin**: 2.048 eV
**Total charge**: +2

Element x y z (Å)
C: 1.946 1.730 -1.678
C: 2.257 1.158 -2.911
C: 0.955 -0.716 -2.362
C: 1.123 1.066 -0.802
C: -0.197 -0.859 -0.301
C: 0.005 0.987 1.299
C: -0.678 -0.306 1.018
C: -0.390 -1.314 2.146
C: -2.189 0.000 0.920
N: 0.584 -0.209 -1.117
N: 1.734 -0.046 -3.180
N: 0.782 1.572 0.445
H: 2.357 2.696 -1.423
H: 2.889 1.637 -3.640
H: 0.563 -1.685 -2.632
H: -0.547 -1.838 -0.591
H: -0.183 1.465 2.254
H: 0.677 -1.505 2.243
H: -0.893 -2.255 1.936
H: -0.765 -0.947 3.098
H: -2.694 -0.829 0.425
H: -2.378 0.904 0.345
H: -2.636 0.113 1.904
H: 1.949 -0.476 -4.084
H: 1.201 2.480 0.668

---

Record 3
A cluster of 3 separate species, C36H84N5O11P2S in total at a distorted geometry, computed with ωB97M-V/def2-TZVPD.

**LUMO**: -3.343 eV
**Total charge**: +1

Element x y z (Å)
C: -1.421 -1.879 1.011
C: 0.008 -1.649 1.714
C: 0.129 -0.078 1.945
C: 1.619 0.473 1.908
N: 1.705 1.834 1.269
C: 2.528 1.775 0.034
N: 1.960 0.736 -0.842
N: 2.895 -0.190 -1.319
C: 0.949 1.186 -1.799
C: 1.139 2.624 -2.460
S: 2.098 2.390 -4.025
C: 3.151 3.798 -4.540
O: 1.088 2.201 -5.134
O: 2.926 1.125 -4.042
N: 1.671 3.673 -1.516
C: 0.565 4.400 -0.770
C: 0.733 5.995 -0.814
C: -0.727 6.625 -1.045
C: -1.603 6.663 0.271
C: -2.241 5.260 0.644
C: -3.719 5.337 1.204
C: -4.177 3.926 1.772
C: -3.688 2.683 0.919
C: -4.149 2.694 -0.605
C: -4.837 1.347 -1.098
C: -6.414 1.591 -1.099
C: -6.890 2.586 -2.241
O: -6.283 2.291 -3.519
C: -6.073 3.502 -4.273
C: 2.786 3.194 -0.633
C: 3.131 4.191 0.583
C: 4.205 3.073 -1.402
N: 4.744 4.377 -1.869
H: -2.209 -1.388 1.664
H: -1.409 -1.254 0.061
H: -1.647 -2.959 0.823
H: -0.091 -2.147 2.728
H: 0.826 -2.087 1.083
H: -0.294 0.152 2.974
H: -0.568 0.418 1.210
H: 2.373 -0.253 1.503
H: 1.910 0.648 2.993
H: 0.730 2.066 1.058
H: 3.544 1.393 0.369
H: 2.526 -0.818 -2.029
H: 3.770 0.230 -1.640
H: 0.851 0.456 -2.661
H: -0.062 1.169 -1.283
H: 0.102 2.913 -2.820
H: 4.238 3.598 -4.347
H: 3.024 3.910 -5.658
H: 2.865 4.787 -4.079
H: 2.083 4.411 -2.117
H: -0.450 4.225 -1.244
H: 0.440 4.011 0.283
H: 1.145 6.358 0.177
H: 1.358 6.355 -1.678
H: -1.287 6.071 -1.864
H: -0.561 7.668 -1.443
H: -0.998 7.140 1.088
H: -2.472 7.363 0.053
H: -1.524 4.736 1.345
H: -2.295 4.631 -0.299
H: -4.406 5.604 0.356
H: -3.795 6.069 2.062
H: -5.292 3.834 1.895
H: -3.732 3.792 2.808
H: -4.050 1.704 1.368
H: -2.556 2.605 0.928
H: -4.784 3.599 -0.817
H: -3.204 2.812 -1.231
H: -4.504 1.186 -2.170
H: -4.524 0.432 -0.526
H: -6.933 0.594 -1.123
H: -6.644 2.119 -0.120
H: -6.659 3.639 -1.910
H: -8.003 2.452 -2.355
H: -4.981 3.803 -4.191
H: -6.301 3.363 -5.365
H: -6.717 4.357 -3.910
H: 2.299 4.281 1.326
H: 3.993 3.702 1.131
H: 3.411 5.221 0.234
H: 4.219 2.256 -2.174
H: 4.915 2.728 -0.585
H: 4.065 5.136 -1.802
H: 5.529 4.663 -1.281
O: 5.776 -0.731 0.705
P: 6.480 -2.093 0.691
O: 6.672 -2.214 2.331
C: 5.521 -2.467 3.130
C: 5.067 -3.910 3.005
O: 7.966 -1.473 0.279
C: 8.055 -0.434 -0.695
C: 8.377 0.881 -0.013
O: 7.118 -3.661 0.525
C: 8.493 -4.015 0.676
C: 8.995 -3.970 2.104
H: 4.713 -1.780 2.858
H: 5.796 -2.259 4.165
H: 4.738 -4.130 1.984
H: 4.236 -4.113 3.684
H: 5.884 -4.596 3.233
H: 7.137 -0.364 -1.282
H: 8.859 -0.698 -1.387
H: 7.677 1.097 0.796
H: 8.349 1.709 -0.728
H: 9.372 0.843 0.436
H: 9.131 -3.436 0.009
H: 8.565 -5.049 0.325
H: 9.096 -2.944 2.459
H: 9.979 -4.441 2.171
H: 8.313 -4.492 2.777
O: -4.987 -4.996 2.084
P: -5.700 -6.268 1.619
O: -4.544 -7.358 2.089
C: -4.369 -7.599 3.481
C: -5.497 -8.445 4.043
O: -5.299 -6.082 0.017
C: -5.321 -4.781 -0.571
C: -3.901 -4.297 -0.790
O: -6.745 -7.538 1.182
C: -6.610 -8.358 0.022
C: -5.457 -9.338 0.082
H: -4.287 -6.652 4.022
H: -3.422 -8.128 3.598
H: -6.452 -7.915 3.981
H: -5.309 -8.693 5.089
H: -5.607 -9.371 3.476
H: -5.890 -4.080 0.042
H: -5.836 -4.861 -1.532
H: -3.309 -4.357 0.125
H: -3.892 -3.263 -1.144
H: -3.396 -4.923 -1.530
H: -6.581 -7.761 -0.890
H: -7.539 -8.933 -0.036
H: -4.497 -8.830 -0.017
H: -5.535 -10.060 -0.735
H: -5.454 -9.882 1.028

---

Record 4
A cluster of 2 separate species, C3Cl2F2 in total at a distorted geometry, computed with ωB97M-V/def2-TZVPD.

**LUMO (spin up / spin down)**: -2.657 / -2.658 eV
**ΔE to the lowest compared entry with this formula, charge and spin**: 2.344 eV
**Total charge**: 0

Element x y z (Å)
C: 0.221 -0.207 0.083
C: -1.076 -0.216 -0.012
C: 1.470 0.213 -0.029
F: 2.314 0.080 0.988
F: 2.074 0.455 -1.168
Cl: -3.004 1.248 0.232
Cl: -2.000 -1.574 -0.095

---

Record 5
A structure of composition C9H26ClI2N2P2SV at a distorted geometry, computed with ωB97M-V/def2-TZVPD.

**LUMO (spin up / spin down)**: -12.877 / -13.280 eV
**ΔE to the lowest compared entry with this formula, charge and spin**: 0.000 eV
**⟨S²⟩**: 0.79
**Total charge**: +3
**2S+1**: 2

Element x y z (Å)
I: -0.960 0.730 -2.618
I: -0.153 0.150 2.162
V: -0.871 1.535 0.003
P: 1.165 2.758 -0.129
C: 2.809 1.993 -0.226
C: 1.107 3.880 -1.551
H: 1.944 4.593 -1.497
H: 2.094 4.613 1.111
H: 0.153 4.423 -1.543
H: 0.342 4.381 1.446
H: 2.858 1.304 -1.076
H: 1.166 3.296 -2.481
C: 1.302 3.872 1.294
H: 3.574 2.773 -0.335
H: 1.534 3.287 2.194
H: 3.010 1.414 0.678
P: -2.899 0.079 0.119
C: -2.676 -1.716 0.088
C: -3.828 0.386 1.646
H: -4.310 1.480 -1.235
H: -5.088 -0.098 -0.875
H: -3.797 0.025 -2.127
C: -4.150 0.400 -1.159
H: -3.954 1.468 1.777
H: -4.813 -0.096 1.566
H: -3.660 -2.199 0.225
H: -2.001 -2.035 0.893
H: -3.278 -0.011 2.509
H: -2.239 -2.038 -0.865
Cl: -2.086 3.318 0.345
C: 2.221 -4.075 -1.404
N: 1.096 -3.283 -0.900
C: 1.326 -2.139 -0.203
S: 0.781 -0.608 -0.821
N: 2.086 -2.152 0.897
C: 2.490 -3.370 1.585
H: 3.135 -3.868 -0.847
H: 2.400 -3.843 -2.463
H: 1.971 -5.136 -1.327
H: 0.388 -3.136 -1.626
H: 2.024 -1.298 1.469
H: 3.559 -3.558 1.434
H: 2.303 -3.269 2.661
H: 1.925 -4.230 1.205

---

Record 6
A cluster of 2 separate species, C3H13N2 in total at a distorted geometry, computed with ωB97M-V/def2-TZVPD.

**LUMO**: -3.240 eV
**ΔE to the lowest compared entry with this formula, charge and spin**: 2.608 eV
**Total charge**: +1

Element x y z (Å)
C: 1.252 -1.977 0.397
N: 1.406 -0.627 0.999
H: 1.954 -2.247 -0.406
H: 1.344 -2.692 1.280
H: 0.252 -2.010 -0.071
H: 2.270 -0.154 1.063
H: 0.824 -0.664 1.827
H: -0.416 -0.160 0.465
C: -0.940 1.962 0.329
N: -1.016 0.554 -0.142
C: -0.527 0.289 -1.502
H: -1.280 1.825 1.384
H: 0.040 2.301 0.045
H: -1.705 2.671 -0.238
H: -2.045 0.285 -0.176
H: -0.934 1.253 -2.107
H: -0.984 -0.680 -1.885
H: 0.505 0.071 -1.264

---

Record 7
A cluster of 16 separate species, C62H79N17O3 in total at a distorted geometry, computed with ωB97M-V/def2-TZVPD.

**LUMO**: -0.229 eV
**ΔE to the lowest compared entry with this formula, charge and spin**: 0.000 eV
**Total charge**: 0

Element x y z (Å)
C: 2.511 5.455 0.899
O: 3.404 4.440 0.483
C: 3.888 4.646 -0.822
C: 4.332 3.345 -1.537
C: 3.788 2.023 -0.908
C: 2.472 1.471 -1.596
C: 1.598 0.775 -0.539
C: 1.754 -0.589 -0.241
C: 0.983 -1.208 0.742
C: 0.018 -0.473 1.465
C: -0.183 0.877 1.159
C: 0.596 1.515 0.163
C: 0.351 2.993 -0.152
C: -0.688 3.074 -1.311
C: -0.309 3.703 -2.663
N: -1.855 2.595 -1.158
C: -0.768 -1.217 2.519
O: -1.141 -0.738 3.569
C: -1.106 -2.665 2.159
C: -2.339 -3.190 2.530
C: -2.614 -4.519 2.137
C: -1.698 -5.291 1.405
C: -2.132 -6.708 1.036
C: -1.216 -7.816 1.573
N: -0.662 -7.830 2.714
C: -0.445 -4.725 1.046
C: 0.536 -5.556 0.218
C: 0.004 -5.598 -1.239
C: -0.121 -6.784 -1.975
C: -0.617 -6.692 -3.290
C: -0.982 -5.465 -3.853
C: -0.874 -4.274 -3.110
C: -1.241 -2.898 -3.671
C: -0.387 -4.366 -1.794
C: -0.151 -3.408 1.424
C: 1.143 -2.681 1.093
O: 2.249 -3.178 1.132
H: 1.854 5.804 0.075
H: 1.826 4.984 1.623
H: 3.030 6.304 1.380
H: 3.196 5.237 -1.465
H: 4.797 5.289 -0.728
H: 3.915 3.399 -2.561
H: 5.423 3.290 -1.667
H: 4.553 1.252 -1.120
H: 3.675 2.043 0.184
H: 1.949 2.244 -2.171
H: 2.786 0.675 -2.297
H: 2.494 -1.186 -0.786
H: -0.952 1.429 1.742
H: 1.259 3.507 -0.496
H: -0.002 3.499 0.759
H: 0.741 4.039 -2.679
H: -1.018 4.471 -2.998
H: -0.369 2.883 -3.405
H: -1.924 2.218 -0.210
H: -3.082 -2.629 3.100
H: -3.601 -4.913 2.406
H: -3.167 -6.866 1.389
H: -2.165 -6.773 -0.067
H: -1.039 -8.675 0.902
H: -0.921 -6.965 3.208
H: 0.689 -6.564 0.632
H: 1.534 -5.094 0.182
H: 0.151 -7.758 -1.555
H: -0.730 -7.604 -3.888
H: -1.350 -5.372 -4.881
H: -0.329 -2.282 -3.770
H: -1.718 -3.015 -4.664
H: -1.887 -2.400 -2.931
H: -0.327 -3.424 -1.237
C: 4.664 8.015 -2.833
C: 3.988 6.796 -3.250
N: 3.462 5.828 -3.573
H: 5.594 7.796 -2.314
H: 4.905 8.650 -3.686
H: 4.046 8.596 -2.158
C: 3.550 9.730 1.649
C: 4.454 9.561 0.521
N: 5.166 9.426 -0.371
H: 3.565 10.751 2.017
H: 2.521 9.499 1.374
H: 3.821 9.076 2.478
C: 3.512 13.940 -0.044
C: 2.642 13.038 0.697
N: 1.956 12.326 1.280
H: 3.927 14.711 0.604
H: 4.347 13.402 -0.495
H: 2.971 14.440 -0.847
C: -0.417 4.794 4.123
C: -0.150 6.133 3.616
N: 0.069 7.182 3.204
H: -0.659 4.811 5.186
H: -1.261 4.336 3.605
H: 0.438 4.130 3.998
C: -4.769 3.484 0.736
C: -3.578 3.028 1.436
N: -2.637 2.670 1.988
H: -5.588 3.672 1.431
H: -4.578 4.408 0.191
H: -5.110 2.742 0.014
C: -6.809 -3.350 3.283
C: -6.486 -4.551 2.524
N: -6.228 -5.494 1.923
H: -6.391 -3.391 4.288
H: -6.413 -2.455 2.800
H: -7.882 -3.221 3.384
C: 2.712 1.817 4.567
C: 3.001 3.154 4.064
N: 3.224 4.206 3.664
H: 2.472 1.838 5.630
H: 1.863 1.373 4.045
H: 3.565 1.152 4.435
C: 1.234 -8.062 5.371
C: 2.086 -9.064 5.997
N: 2.756 -9.854 6.490
H: 0.976 -8.338 4.349
H: 0.301 -7.935 5.921
H: 1.727 -7.090 5.333
C: -9.931 -7.114 2.837
C: -9.232 -6.109 3.622
N: -8.675 -5.316 4.236
H: -10.602 -7.705 3.459
H: -10.528 -6.655 2.049
H: -9.229 -7.800 2.362
C: -2.679 -1.534 -7.756
C: -2.729 -2.870 -7.177
N: -2.760 -3.921 -6.718
H: -1.839 -0.964 -7.366
H: -2.573 -1.572 -8.839
H: -3.585 -0.971 -7.536
C: -3.115 6.970 -4.194
C: -3.976 5.992 -3.546
N: -4.641 5.212 -3.032
H: -2.743 7.708 -3.484
H: -2.247 6.497 -4.654
H: -3.645 7.512 -4.978
C: 6.798 -2.474 1.777
C: 5.357 -2.697 1.746
N: 4.219 -2.877 1.714
H: 7.107 -2.016 2.717
H: 7.346 -3.410 1.672
H: 7.116 -1.815 0.969
C: 0.972 0.772 -7.665
C: -0.278 1.017 -8.373
N: -1.262 1.211 -8.931
H: 1.625 0.111 -8.233
H: 1.515 1.701 -7.489
H: 0.793 0.307 -6.695
C: -0.184 -1.787 6.728
C: 0.600 -1.361 7.879
N: 1.219 -1.024 8.785
H: -1.187 -2.095 7.021
H: -0.289 -0.985 5.997
H: 0.282 -2.632 6.220
C: -0.405 -10.998 -4.615
C: 0.333 -10.548 -3.443
N: 0.915 -10.193 -2.520
H: -1.408 -11.327 -4.348
H: -0.504 -10.199 -5.350
H: 0.098 -11.833 -5.102

---

Record 8
A cluster of 2 separate species, C3H2NO2Se in total at a distorted geometry, computed with ωB97M-V/def2-TZVPD.

**LUMO (spin up / spin down)**: 2.219 / 2.198 eV
**ΔE to the lowest compared entry with this formula, charge and spin**: 1.536 eV
**Total charge**: -1

Element x y z (Å)
C: 0.533 -1.755 0.534
C: 1.592 0.494 1.085
C: 0.526 -0.403 0.289
N: 0.326 -2.892 0.532
O: 1.294 1.352 1.875
O: 2.600 0.155 0.486
Se: -2.171 -0.300 0.001
H: 0.429 -0.156 -0.823
H: -1.880 -1.711 0.074